# 1
# C57H47Cl4FLaN3O7STe

C57H47Cl4FLaN3O7STe as an isolated structure (ωB97M-V/def2-TZVPD, the OMol25 dataset).

```
122
Properties=species:S:1:pos:R:3:forces:R:3:mulliken_charge:R:1
La -0.643 0.281 -0.683 1.8 -0.8 -0.6 2.52
C 4.545 -3.785 4.067 0.0 0.1 -0.1 -1.84
C 5.020 -3.730 2.620 0.1 -0.2 0.2 0.54
C 5.450 -5.115 2.152 0.1 0.1 -0.2 -0.95
C 6.012 -5.033 0.741 -0.1 0.0 0.1 -1.19
C 5.004 -4.395 -0.176 0.1 -0.1 0.1 0.98
C 5.000 -4.691 -1.521 0.0 0.0 -0.1 -0.82
C 4.053 -4.120 -2.362 0.0 0.1 0.2 -0.06
F 4.053 -4.472 -3.659 0.0 0.0 0.0 -0.37
C 3.135 -3.222 -1.896 0.0 -0.1 -0.1 0.37
C 3.131 -2.893 -0.539 0.2 -0.1 0.0 0.68
C 2.171 -1.893 -0.070 0.0 0.2 0.0 0.13
O 1.486 -1.235 -0.877 0.4 -0.5 0.3 0.31
C 2.140 -1.720 1.346 -0.3 0.2 0.0 -0.61
C 3.046 -2.356 2.139 0.0 0.0 -0.1 -0.59
N 3.992 -3.201 1.699 -0.1 0.0 0.2 0.48
C 4.048 -3.498 0.340 -0.1 0.0 -0.4 -1.23
C 1.104 -0.876 2.045 0.3 -0.3 0.2 -0.15
O 1.270 -0.609 3.233 -0.1 0.0 0.0 -0.96
O 0.094 -0.531 1.341 0.4 -0.6 1.2 0.99
H 5.301 -4.299 4.658 0.0 0.0 0.0 0.46
H 3.611 -4.343 4.146 0.0 0.0 0.0 0.31
H 4.408 -2.797 4.503 0.0 0.0 0.0 0.50
H 5.886 -3.061 2.560 0.0 0.0 0.0 0.17
H 4.589 -5.789 2.174 0.0 0.0 0.1 0.30
H 6.202 -5.501 2.839 0.0 0.0 0.0 0.39
H 6.276 -6.024 0.371 0.0 0.0 0.0 0.46
H 6.929 -4.435 0.752 0.0 0.0 0.0 0.34
H 5.733 -5.371 -1.936 0.0 -0.1 0.0 0.52
H 2.406 -2.768 -2.548 0.0 0.0 0.0 -0.27
H 2.984 -2.153 3.197 0.1 0.0 0.0 0.70
C -4.416 3.800 4.199 0.1 0.0 -0.1 -1.70
C -3.715 3.398 2.926 0.0 0.0 0.1 0.49
C -4.397 3.247 1.724 0.0 0.1 -0.1 -0.56
C -3.751 2.897 0.552 0.2 -0.1 0.0 0.79
C -4.563 2.889 -0.704 0.1 0.1 0.0 -0.51
O -5.727 2.541 -0.699 0.0 -0.1 0.0 -0.66
C -3.918 3.417 -1.946 0.0 0.1 -0.1 0.56
C -3.059 4.513 -1.893 0.0 -0.1 0.1 0.05
C -2.450 4.975 -3.046 0.0 0.0 0.0 -0.83
C -2.698 4.348 -4.260 0.0 0.1 0.0 -0.30
C -3.591 3.291 -4.325 0.0 -0.1 0.0 -0.65
C -4.208 2.832 -3.172 0.0 0.0 0.1 -0.43
C -2.360 2.571 0.551 -0.4 0.7 0.5 1.69
O -1.789 2.096 -0.504 -1.4 1.9 0.1 -1.97
C -1.644 2.804 1.767 -0.2 0.0 -0.2 -0.56
C -2.347 3.203 2.914 0.0 -0.1 -0.1 -0.80
C -0.178 2.718 1.816 0.1 0.1 -0.2 0.63
N 0.507 2.171 0.874 0.1 0.2 0.4 0.62
C 1.956 2.303 0.875 0.0 0.0 -0.1 -0.91
C 2.393 2.874 -0.473 -0.1 -0.1 0.2 -1.31
Te 1.982 1.366 -1.966 1.8 1.7 -0.6 0.15
C 2.198 2.668 -3.645 -0.2 -0.1 0.1 0.22
C 3.299 3.513 -3.735 0.0 -0.1 0.2 -0.49
C 3.517 4.262 -4.881 0.0 0.0 -0.1 -0.67
C 2.640 4.160 -5.952 0.0 0.0 0.0 -0.49
C 1.532 3.331 -5.860 0.1 0.1 0.0 -0.90
C 1.305 2.592 -4.707 -0.1 0.0 0.1 0.37
C 0.455 3.362 3.012 0.1 0.1 0.0 -1.21
C 1.047 2.573 3.994 -0.1 0.0 -0.1 0.42
C 1.594 3.170 5.121 0.0 0.0 0.0 -1.01
C 1.564 4.549 5.269 0.0 0.0 0.0 -0.47
C 0.979 5.337 4.287 0.0 0.1 0.0 -0.90
C 0.422 4.746 3.165 0.0 -0.1 -0.1 0.14
H -5.496 3.813 4.061 0.0 0.0 0.0 0.40
H -4.103 4.798 4.512 0.0 0.0 0.0 0.30
H -4.174 3.108 5.006 -0.1 0.0 0.0 0.37
H -5.463 3.437 1.673 0.0 0.0 0.0 0.47
H -2.873 5.001 -0.944 0.1 0.0 0.0 0.44
H -1.774 5.820 -3.000 0.0 0.0 0.0 0.40
H -2.201 4.698 -5.157 0.0 0.0 0.0 0.44
H -3.794 2.810 -5.273 0.0 0.0 0.0 0.40
H -4.901 2.002 -3.203 0.0 0.0 0.0 0.43
H -1.804 3.343 3.840 0.0 0.0 0.0 0.55
H 2.404 1.310 1.021 0.0 0.0 0.1 -0.16
H 2.313 2.948 1.681 0.1 -0.1 0.0 0.81
H 3.455 3.112 -0.452 0.0 -0.1 -0.1 0.68
H 1.824 3.778 -0.687 0.0 0.0 -0.1 0.46
H 3.991 3.577 -2.904 0.1 0.0 -0.1 0.36
H 4.378 4.914 -4.948 0.0 0.0 0.0 0.39
H 2.819 4.725 -6.858 0.0 0.0 0.0 0.37
H 0.836 3.256 -6.686 0.0 0.0 0.0 0.45
H 0.422 1.969 -4.636 0.0 0.0 0.0 0.29
H 1.071 1.496 3.874 0.0 0.0 0.0 0.57
H 2.046 2.552 5.886 0.0 0.0 0.0 0.45
H 1.998 5.012 6.146 0.0 0.0 0.0 0.39
H 0.952 6.413 4.398 0.0 0.0 0.0 0.42
H -0.046 5.354 2.399 0.0 0.0 0.0 0.48
Cl -1.316 0.589 -3.316 -0.5 0.8 -1.3 -0.51
O -2.227 -0.109 2.636 0.0 -0.1 0.3 -0.75
H -2.443 0.825 2.742 0.1 0.0 0.0 0.18
H -1.269 -0.156 2.450 -0.1 0.2 0.1 0.06
Cl 1.900 -0.721 -4.245 -0.2 -0.4 -0.5 -0.06
C 0.368 -1.607 -4.550 0.4 0.2 -0.1 0.77
Cl 0.752 -3.319 -4.833 0.0 0.0 0.0 -0.09
Cl -0.408 -0.950 -5.977 -0.1 0.0 0.0 -0.05
C -0.406 -1.535 -3.282 0.0 -0.8 0.4 -0.50
N -0.624 -2.002 -2.238 0.0 -0.4 -0.5 -0.22
O -2.608 -0.753 -0.373 -1.7 -0.9 0.6 -0.14
S -3.180 -1.694 0.670 -0.7 -1.3 -0.4 0.38
C -4.434 -2.595 -0.254 -0.1 0.3 0.0 0.25
C -5.295 -3.424 0.452 0.1 0.1 0.1 -0.25
C -6.320 -4.063 -0.224 0.1 0.0 0.0 -0.80
C -6.482 -3.861 -1.588 0.0 -0.1 -0.1 -0.41
C -5.619 -3.025 -2.283 0.0 -0.1 0.1 -0.97
C -4.588 -2.382 -1.612 0.1 0.1 0.0 -0.23
C -2.013 -3.074 0.783 0.0 0.2 0.2 0.30
C -1.758 -3.906 -0.296 0.0 -0.1 -0.1 -0.40
C -0.757 -4.860 -0.200 0.0 0.0 0.0 -0.73
C -0.032 -4.993 0.976 0.0 0.0 0.0 -0.39
C -0.317 -4.181 2.065 0.1 -0.1 0.0 -0.48
C -1.309 -3.218 1.971 -0.1 0.1 0.1 -0.31
H -5.153 -3.556 1.519 -0.1 0.0 0.0 0.47
H -6.997 -4.712 0.316 0.0 0.0 0.0 0.40
H -7.287 -4.361 -2.111 0.0 0.0 0.0 0.40
H -5.752 -2.869 -3.345 0.0 0.0 0.0 0.44
H -3.906 -1.713 -2.125 0.0 0.0 0.0 0.44
H -2.328 -3.810 -1.208 0.0 0.0 0.0 0.41
H -0.543 -5.499 -1.047 0.0 0.0 0.0 0.44
H 0.755 -5.735 1.042 0.0 0.0 0.0 0.40
H 0.238 -4.284 2.988 0.0 0.0 0.0 0.41
H -1.536 -2.577 2.814 0.0 0.1 0.0 0.50
```
Positions in Å, forces in eV/Å.

The value obtained for the energy above the lowest of the compared OMol25 structures with the same formula, charge and spin is 80.0 kJ/mol. The calculation puts the HOMO energy at -7.59 eV.

# 2
# C57H47N4O2P3Ti

C57H47N4O2P3Ti as an isolated structure (ωB97M-V/def2-TZVPD, the OMol25 dataset).

```
114
Properties=species:S:1:pos:R:3:forces:R:3:mulliken_charge:R:1
Ti -0.028 0.232 0.240 0.1 -0.2 -0.3 -0.54
C -1.810 0.303 -2.635 -0.1 0.0 0.0 -1.15
P -1.081 1.674 -1.688 0.0 -0.1 0.0 2.00
C -0.100 2.756 -2.744 0.0 -0.1 -0.1 0.43
C 0.238 2.404 -4.048 0.0 0.0 -0.1 -0.55
C 1.017 3.255 -4.819 0.0 0.0 0.0 -0.66
C 1.460 4.458 -4.290 0.0 0.0 0.0 -0.72
C 1.115 4.820 -2.994 0.0 0.0 0.0 -0.84
C 0.335 3.974 -2.223 0.0 0.0 0.0 -0.33
C -2.523 2.668 -1.240 0.1 0.1 -0.2 0.19
C -3.082 3.487 -2.226 0.0 0.0 0.0 -0.88
C -4.232 4.208 -1.958 0.0 0.0 0.0 -0.84
C -4.828 4.120 -0.706 0.0 0.0 0.0 -0.83
C -4.275 3.311 0.272 0.0 0.0 0.0 -0.76
C -3.123 2.584 0.007 0.0 0.0 0.1 0.85
C -2.439 -0.473 -1.519 0.2 0.1 0.0 -0.41
C -3.662 -1.057 -1.455 0.0 0.0 0.0 -1.61
C -3.830 -1.546 -0.128 0.0 0.0 0.0 -0.96
C -2.699 -1.249 0.560 0.1 0.2 0.1 -0.15
C -2.322 -1.608 1.954 -0.1 0.0 0.1 -1.43
P -1.249 -0.270 2.529 0.1 -0.1 0.0 2.16
C -2.294 1.081 3.114 0.0 0.0 0.0 -0.02
C -3.662 0.909 3.318 0.0 0.0 0.0 -0.33
C -4.422 1.943 3.842 0.0 0.0 0.0 -0.94
C -3.826 3.153 4.162 0.0 0.0 0.0 -0.72
C -2.465 3.335 3.954 0.0 0.0 0.0 -0.92
C -1.701 2.306 3.431 0.0 0.0 0.0 0.13
C -0.374 -0.892 3.984 -0.1 0.0 0.0 0.88
C -0.462 -0.269 5.225 0.0 0.0 0.0 -0.74
C 0.237 -0.782 6.309 0.0 0.0 0.0 -0.92
C 1.021 -1.915 6.162 0.0 0.0 0.0 -0.87
C 1.105 -2.546 4.926 0.0 0.0 0.1 -0.58
C 0.415 -2.033 3.844 0.0 -0.1 -0.1 -0.12
N -1.796 -0.533 -0.258 -0.7 -0.4 0.0 1.74
H -2.565 0.658 -3.340 0.1 0.0 0.0 0.87
H -1.056 -0.263 -3.188 0.0 0.0 0.0 0.34
H -0.114 1.474 -4.475 0.0 0.0 0.0 0.38
H 1.264 2.983 -5.836 0.0 0.0 0.0 0.48
H 2.057 5.127 -4.895 0.0 0.0 0.0 0.45
H 1.442 5.767 -2.589 0.0 0.0 0.0 0.51
H 0.042 4.279 -1.223 0.0 0.0 0.0 0.53
H -2.618 3.570 -3.201 0.0 0.0 0.0 0.45
H -4.660 4.839 -2.723 0.0 0.0 0.0 0.45
H -5.725 4.687 -0.497 0.0 0.0 0.0 0.44
H -4.734 3.242 1.247 0.0 0.0 0.1 0.43
H -2.706 1.954 0.778 0.0 0.0 0.0 -0.03
H -4.373 -1.115 -2.261 0.0 0.0 -0.1 0.65
H -4.682 -2.077 0.261 0.0 0.0 0.0 0.72
H -3.195 -1.761 2.593 0.1 0.0 -0.1 0.82
H -1.732 -2.531 1.994 0.0 0.1 0.0 0.21
H -4.149 -0.024 3.072 0.0 0.0 0.0 0.28
H -5.481 1.800 4.005 0.0 0.0 0.0 0.45
H -4.421 3.956 4.575 0.0 0.0 0.0 0.41
H -1.998 4.279 4.198 0.0 0.0 0.0 0.53
H -0.645 2.469 3.267 0.0 0.0 0.0 0.20
H -1.077 0.611 5.358 0.0 0.0 0.0 0.43
H 0.160 -0.297 7.272 0.0 0.0 0.0 0.48
H 1.560 -2.312 7.011 0.0 0.0 0.0 0.44
H 1.707 -3.437 4.811 0.0 0.0 0.0 0.51
H 0.489 -2.532 2.884 0.0 0.0 0.0 0.01
O 1.558 3.532 1.663 0.0 0.0 -0.1 -0.63
C 1.274 2.643 0.913 0.0 0.0 0.2 0.09
O 0.148 1.926 1.001 0.2 0.2 0.0 0.15
C 2.145 2.199 -0.229 0.2 0.2 0.1 0.55
C 3.277 2.957 -0.559 0.0 -0.1 -0.1 -1.32
C 3.966 2.621 -1.690 -0.1 0.0 0.1 -1.21
C 3.486 1.572 -2.502 0.0 0.0 0.0 1.49
C 4.067 1.275 -3.759 0.0 0.0 0.0 -1.02
C 3.515 0.328 -4.574 0.0 0.0 0.1 -1.31
C 2.362 -0.371 -4.158 0.0 0.1 0.0 -0.43
C 1.801 -0.128 -2.937 0.0 0.0 -0.1 0.91
C 2.349 0.843 -2.076 0.0 -0.1 0.0 -0.58
N 1.728 1.136 -0.890 0.0 0.1 0.1 1.69
H 3.542 3.792 0.073 0.0 0.0 0.0 0.68
H 4.843 3.176 -1.998 0.0 0.0 0.0 0.52
H 4.944 1.827 -4.068 0.0 0.0 0.0 0.50
H 3.951 0.118 -5.539 0.0 0.0 0.0 0.53
H 1.920 -1.112 -4.810 0.0 0.0 0.0 0.60
H 0.916 -0.666 -2.627 0.1 0.1 0.0 -1.14
N 2.349 -2.296 0.414 0.1 0.0 -0.1 0.64
P 0.945 -2.324 -0.529 0.1 0.3 0.2 1.82
C 1.611 -3.081 -2.049 0.0 -0.1 0.0 0.57
C 2.948 -2.898 -2.402 0.1 -0.1 0.1 -0.43
C 3.461 -3.503 -3.538 0.0 0.0 0.0 -0.68
C 2.640 -4.273 -4.348 0.0 0.0 0.0 -0.74
C 1.304 -4.443 -4.014 0.0 0.0 0.0 -0.63
C 0.792 -3.857 -2.866 0.0 0.0 0.0 -1.02
C -0.102 -3.625 0.157 -0.1 0.0 0.0 1.31
C -1.404 -3.734 -0.329 0.1 0.0 0.0 -0.59
C -2.234 -4.741 0.136 0.0 0.0 0.0 -1.04
C -1.774 -5.631 1.095 0.0 0.0 0.0 -1.00
C -0.480 -5.522 1.587 0.1 0.0 0.0 -0.71
C 0.359 -4.525 1.116 0.0 0.0 0.0 -0.97
C 2.654 -1.324 1.340 0.0 -0.1 0.1 -0.46
C 3.895 -1.376 1.991 -0.1 0.0 0.0 -1.10
C 4.165 -0.477 2.990 0.0 0.0 0.0 -0.96
C 3.187 0.455 3.340 -0.1 -0.1 -0.1 -1.34
C 2.014 0.454 2.635 0.0 0.1 0.1 -0.20
N 1.734 -0.390 1.610 0.2 0.1 -0.1 1.68
H 3.057 -3.004 0.267 0.0 0.0 0.0 0.51
H 3.600 -2.268 -1.808 0.0 0.0 0.0 0.19
H 4.502 -3.367 -3.791 0.1 0.0 0.0 0.47
H 3.041 -4.744 -5.235 0.0 0.0 0.0 0.42
H 0.661 -5.048 -4.637 0.0 0.0 0.0 0.49
H -0.245 -4.032 -2.612 0.0 0.0 0.0 0.38
H -1.785 -3.020 -1.052 0.0 -0.1 0.0 0.70
H -3.244 -4.822 -0.241 0.0 0.0 0.0 0.49
H -2.424 -6.413 1.462 0.0 0.0 0.0 0.44
H -0.122 -6.218 2.333 0.0 0.0 0.0 0.49
H 1.371 -4.452 1.496 0.0 0.0 0.0 0.43
H 4.610 -2.134 1.708 0.0 0.0 0.0 0.59
H 5.115 -0.506 3.506 0.0 0.0 0.0 0.52
H 3.329 1.161 4.143 0.0 0.0 0.0 0.65
H 1.233 1.154 2.890 0.1 0.0 0.0 0.01
```
Positions in Å, forces in eV/Å.

Its net charge is +2. The value obtained for the energy above the lowest of the compared OMol25 structures with the same formula, charge and spin is 0.9 kJ/mol. The calculation puts the HOMO energy at -12.80 eV.